# CH2ClFO2

The molecule CH2ClFO2 in a non-equilibrium geometry (ωB97M-V with the def2-TZVPD basis set, OMol25).

Its spin multiplicity is 1. Its energy above the lowest of the compared OMol25 structures with the same formula, charge and spin is 0.581 eV. The SMILES is OC(O)(F)Cl. The calculation puts the HOMO-LUMO gap at 12.0811 eV. Its LUMO energy is 0.522 eV.

Last column: Löwdin charge in e.
CARTESIAN COORDINATES (ANGSTROEM)
C 0.876 0.182 0.177  -1.06
O 0.475 0.146 1.463  0.08
O -0.019 -0.336 -0.664  0.02
F 0.973 1.601 -0.314  -0.11
Cl 2.468 -0.373 -0.097  0.80
H -0.414 -0.179 1.536  0.12
H 0.022 -0.039 -1.608  0.15